{
  "formula": "C11H14BMnN7S",
  "method": "the ωB97M-V functional and the def2-TZVPD basis",
  "elements": ["H", "N", "B", "N", "C", "Mn", "H", "C", "H", "C", "H", "C", "H", "H", "H", "N", "N", "N", "N", "C", "C", "H", "H", "C", "C", "C", "C", "H", "H", "H", "H", "H", "S", "C", "N"],
  "xyz": [[-0.162, 2.884, 2.155], [0.179, 1.699, 0.430], [0.859, 0.867, -1.864], [0.685, 2.003, -0.827], [0.856, 3.333, -0.939], [-0.426, -0.270, 0.890], [1.196, 3.752, -1.874], [0.515, 3.916, 0.273], [0.530, 4.964, 0.519], [0.130, 2.862, 1.124], [1.307, 1.248, -2.896], [-2.037, -2.749, 2.746], [-2.408, -2.928, 3.768], [-1.054, -3.229, 2.635], [-2.748, -3.166, 2.018], [-0.569, 0.271, -1.989], [1.698, -0.258, -1.207], [-1.233, -0.227, -0.863], [1.318, -0.791, 0.026], [-1.354, 0.122, -3.066], [2.759, -0.938, -1.676], [-0.989, 0.440, -4.036], [3.151, -0.710, -2.655], [-2.556, -0.466, -2.656], [3.140, -1.879, -0.726], [-2.451, -0.669, -1.268], [2.243, -1.734, 0.350], [-3.388, -0.722, -3.289], [3.944, -2.588, -0.800], [-3.134, -1.094, -0.548], [2.214, -2.242, 1.295], [-1.915, -1.658, 2.571], [0.155, 0.118, 5.550], [-0.120, -0.032, 4.003], [-0.337, -0.130, 2.825]],
  "atomic_forces_ev_per_a": [[-0.18, -0.10, 0.17], [1.06, 2.09, -0.28], [-0.59, -0.23, 1.25], [-0.56, 0.21, 1.17], [-0.17, -0.44, 0.54], [0.35, 0.54, 1.96], [0.04, 0.06, 0.14], [0.01, 0.00, 0.22], [0.08, 0.00, -0.03], [0.31, -0.62, -2.06], [0.01, -0.03, -0.15], [-0.10, 0.25, -0.17], [0.15, 0.18, -0.43], [-0.32, 0.11, 0.00], [0.24, 0.02, 0.25], [-1.43, -0.96, 0.60], [-0.09, -1.16, 1.03], [-1.67, -0.08, -3.23], [2.89, -0.64, -0.97], [-0.25, -0.27, 0.96], [-0.31, -0.04, 0.72], [-0.22, -0.09, 0.16], [0.10, 0.01, 0.10], [-0.08, -0.07, 0.03], [-0.15, 0.10, 0.24], [1.68, 0.86, -1.14], [-0.56, 1.14, -1.91], [0.00, 0.03, 0.02], [0.12, 0.03, -0.01], [0.00, 0.03, -0.15], [-0.14, -0.09, 0.11], [-0.27, -0.91, 0.32], [0.15, 0.05, 0.88], [-0.55, -0.16, -3.02], [0.46, 0.23, 2.67]],
  "total_energy_ev": -64899.59908,
  "total_charge": 0,
  "multiplicity": 6
}